DFT (ωB97M-V/def2-TZVPD) results for a cluster of 2 separate species, C4H11N2 in total.

The geometry in ORCA input format:
```
! RIJCOSX wB97M-V def2-TZVPD def2/J DEFGRID3
* xyz 1 1
C 1.288 -1.708 -1.063
C 0.205 -1.911 -0.047
C -1.088 -1.621 -0.204
H 1.719 -2.668 -1.343
H 0.935 -1.251 -1.992
H 2.095 -1.101 -0.642
H 0.519 -2.404 0.867
H -1.812 -1.991 0.513
H -1.463 -1.143 -1.104
N 0.583 1.737 -0.429
C -0.106 2.090 0.622
N -0.992 1.354 1.231
H 0.510 0.816 -0.842
H 1.240 2.384 -0.825
H 0.061 3.082 1.025
H -1.469 1.720 2.044
H -1.204 0.390 0.969
*
```

**Relative energy (zero: lowest compared OMol25 entry of this formula, charge and spin)**: 92.6 kJ/mol
**HOMO energy**: -13.691 eV
**Gap between HOMO and LUMO**: 0.3744 hartree